A 2-piece molecular cluster, C5H8O overall. Source: the Open Molecules 2025 dataset; level of theory: ωB97M-V/def2-TZVPD.

As for the SMILES: C#CO.C=CC. Its maximum force is 0.727 eV/A. The energy above the lowest of the compared OMol25 structures with the same formula, charge and spin is 80.3 kcal per mole. The total energy is -270.4299 Ha. The value obtained for the HOMO energy is -9.6 eV.

ORCA input file:
```
! RIJCOSX wB97M-V def2-TZVPD def2/J DEFGRID3
* xyz 0 1
C 1.10786 0.61466 -1.35193
C 2.15858 1.10592 -0.72343
C 0.90613 0.66077 -2.82967
O -1.20713 -2.04485 2.99752
C -2.28695 -1.36298 3.26347
C -3.25111 -0.70441 3.52216
H -1.42606 -2.93335 2.69444
H 0.31451 0.13635 -0.79142
H 2.26320 1.04816 0.34646
H 2.96400 1.58516 -1.25644
H -0.01384 1.19488 -3.06664
H 1.73864 1.15751 -3.32190
H 0.81191 -0.34906 -3.22889
H -4.07973 -0.10876 3.74627
*
```


The molecule C5H8O in a non-equilibrium geometry. Source: the Open Molecules 2025 dataset; level of theory: ωB97M-V/def2-TZVPD.

As for the SMILES: C=C/C(O)=C/C. Its maximum force is 3.107 eV/A. The energy above the lowest of the compared OMol25 structures with the same formula, charge and spin is 62.9 kcal per mole. The total energy is -270.4576 Ha. The value obtained for the HOMO energy is -8.2 eV.

ORCA input file:
```
! RIJCOSX wB97M-V def2-TZVPD def2/J DEFGRID3
* xyz 0 1
C 1.93873 -0.78702 -0.36636
C 0.53906 -0.78512 0.17568
C -0.14215 0.23291 0.71452
O 0.44276 1.06029 1.70627
C -1.45734 0.80259 0.25180
C -2.30821 0.08070 -0.46630
H 1.86305 -0.49647 -1.41165
H 2.54061 -0.04885 0.16162
H 2.37531 -1.78406 -0.33654
H -0.14248 -1.52010 -0.25238
H 1.07517 1.63926 1.25983
H -1.37950 1.88141 0.27459
H -2.40710 -0.97915 -0.61199
H -2.93792 0.70361 -1.09907
*
```


The molecule C5H8O. Source: the Open Molecules 2025 dataset; level of theory: ωB97M-V/def2-TZVPD.

As for the SMILES: C1CC2(CC2)O1. Its maximum force is 0.590 eV/A. The energy above the lowest of the compared OMol25 structures with the same formula, charge and spin is 57.0 kcal per mole. The total energy is -270.4671 Ha. The value obtained for the HOMO energy is -8.9 eV.

ORCA input file:
```
! RIJCOSX wB97M-V def2-TZVPD def2/J DEFGRID3
* xyz 0 1
C -1.30134 -0.92445 -0.50886
C -1.50880 0.55536 -0.74606
C -0.16836 0.03566 -0.35922
C 0.71006 -0.01000 0.86923
C 1.83586 0.41040 -0.10446
O 0.94089 0.25977 -1.22650
H -1.34620 -1.65338 -1.30801
H -1.66543 -1.28515 0.45550
H -2.14313 1.15360 -0.09825
H -1.54836 0.82832 -1.79919
H 0.86046 -1.06426 1.12025
H 0.38511 0.51756 1.76781
H 2.27435 1.41767 -0.05555
H 2.65654 -0.31210 -0.17238
*
```


A 2-piece molecular cluster, C5H8O overall in a non-equilibrium geometry. Source: the Open Molecules 2025 dataset; level of theory: ωB97M-V/def2-TZVPD.

Its maximum force is 1.362 eV/A. The energy above the lowest of the compared OMol25 structures with the same formula, charge and spin is 26.1 kcal per mole. The total energy is -270.5164 Ha. The value obtained for the HOMO energy is -9.6 eV.

ORCA input file:
```
! RIJCOSX wB97M-V def2-TZVPD def2/J DEFGRID3
* xyz 0 1
C -0.24762 1.18111 -1.44145
C 0.82080 0.24012 -0.90564
C 0.78623 0.02450 0.57561
C 0.80875 -1.17214 1.15661
C -2.38919 -0.80742 0.79563
O -2.51685 -0.41458 1.85414
H -0.36870 1.08058 -2.51846
H -1.22156 0.98633 -0.98835
H -0.02675 2.23407 -1.24075
H 0.74060 -0.71684 -1.42964
H 1.79957 0.68113 -1.17288
H 0.61791 0.90332 1.20236
H 0.90677 -2.09636 0.58737
H 0.73213 -1.27655 2.23498
*
```


The molecule C5H8O. Source: the Open Molecules 2025 dataset; level of theory: ωB97M-V/def2-TZVPD.

As for the SMILES: C[C@H]1C[C@H]1C=O. Its maximum force is 0.762 eV/A. The energy above the lowest of the compared OMol25 structures with the same formula, charge and spin is 27.7 kcal per mole. The total energy is -270.5137 Ha. The value obtained for the HOMO energy is -9.9 eV.

ORCA input file:
```
! RIJCOSX wB97M-V def2-TZVPD def2/J DEFGRID3
* xyz 0 1
C -1.37032 -0.93661 -0.25219
C -0.62096 0.34054 -0.55138
C -0.07671 1.27661 0.46689
C 0.89586 0.44836 -0.33937
C 1.65726 -0.54565 0.47397
O 1.42553 -0.76555 1.64550
H -0.89677 -1.48778 0.56642
H -2.42048 -0.74304 0.00430
H -1.34992 -1.57360 -1.14493
H -0.95353 0.83972 -1.46384
H -0.11653 0.98289 1.51426
H -0.12291 2.34565 0.29223
H 1.45525 0.88581 -1.16447
H 2.49423 -1.06736 -0.04741
*
```


The molecule C5H8O. Source: the Open Molecules 2025 dataset; level of theory: ωB97M-V/def2-TZVPD.

As for the SMILES: C1CC2(C1)CO2. Its maximum force is 0.329 eV/A. The energy above the lowest of the compared OMol25 structures with the same formula, charge and spin is 47.1 kcal per mole. The total energy is -270.4828 Ha. The value obtained for the HOMO energy is -10.0 eV.

ORCA input file:
```
! RIJCOSX wB97M-V def2-TZVPD def2/J DEFGRID3
* xyz 0 1
C -0.91266 0.15167 1.64946
O -0.63024 -1.23930 1.48138
C -0.16947 -0.34714 0.49982
C 1.26161 -0.14470 0.01658
C 0.63356 0.49114 -1.24842
C -0.69254 -0.23861 -0.92627
H -0.45358 0.63682 2.50946
H -1.94889 0.42671 1.44942
H 1.70074 -1.12080 -0.22078
H 1.97401 0.43950 0.60551
H 1.10334 0.28500 -2.21204
H 0.52368 1.57285 -1.12355
H -0.76038 -1.22038 -1.40430
H -1.62918 0.30724 -1.07625
*
```


The molecule C5H8O in a non-equilibrium geometry. Source: the Open Molecules 2025 dataset; level of theory: ωB97M-V/def2-TZVPD.

As for the SMILES: C1C[C@@H]2O[C@@H]2C1. Its maximum force is 1.420 eV/A. The energy above the lowest of the compared OMol25 structures with the same formula, charge and spin is 46.9 kcal per mole. The total energy is -270.4832 Ha. The value obtained for the HOMO energy is -10.1 eV.

ORCA input file:
```
! RIJCOSX wB97M-V def2-TZVPD def2/J DEFGRID3
* xyz 0 1
C 0.42257 -1.14358 -0.38972
C -1.15888 -0.48564 -0.38606
C -0.97220 0.74309 0.49745
O -0.30586 0.45875 1.72186
C 0.44964 1.04579 0.66801
C 1.24719 0.12326 -0.20643
H 0.89494 -1.70152 -1.23399
H 0.39202 -1.83501 0.44764
H -1.71037 -0.15117 -1.29816
H -1.79574 -1.24863 0.08018
H -1.67555 1.58092 0.52292
H 0.81383 2.05123 0.86851
H 1.06274 0.43165 -1.23198
H 2.33566 0.13087 -0.06022
*
```


The molecule C5H8O in a non-equilibrium geometry. Source: the Open Molecules 2025 dataset; level of theory: ωB97M-V/def2-TZVPD.

As for the SMILES: C1OC[C@H]2C[C@@H]12. Its maximum force is 1.746 eV/A. The energy above the lowest of the compared OMol25 structures with the same formula, charge and spin is 36.1 kcal per mole. The total energy is -270.5003 Ha. The value obtained for the HOMO energy is -9.7 eV.

ORCA input file:
```
! RIJCOSX wB97M-V def2-TZVPD def2/J DEFGRID3
* xyz 0 1
C -1.27447 0.47742 -0.42671
C 0.10955 0.29037 1.43330
C 0.95144 0.05580 0.18215
C 0.61526 -1.13859 -0.68257
C 0.06785 0.21099 -1.03051
H -2.03596 -0.15643 -0.91806
H -1.55346 1.55191 -0.36605
H 0.17504 1.34542 1.90759
H 0.27342 -0.41284 2.23006
H 1.95178 0.44054 0.10889
H 1.45602 -1.53150 -1.28726
H -0.02401 -1.85126 -0.22131
H 0.48909 0.74374 -1.85504
O -1.20153 -0.02556 0.92551
*
```


C5H8O2 as an isolated structure in a non-equilibrium geometry. Source: the Open Molecules 2025 dataset; level of theory: ωB97M-V/def2-TZVPD.

Its maximum force is 1.223 eV/A. The energy above the lowest of the compared OMol25 structures with the same formula, charge and spin is 96.5 kcal per mole. The total energy is -345.6512 Ha. The value obtained for the HOMO energy is -8.5 eV.

ORCA input file:
```
! RIJCOSX wB97M-V def2-TZVPD def2/J DEFGRID3
* xyz 0 1
O -2.76079 -0.14997 -0.16901
C -1.61807 0.57154 0.23649
C -0.44936 -0.29094 0.47237
C 0.99592 -0.57943 -1.05876
C 1.88408 -0.31108 0.14105
C 0.77627 0.14099 1.10103
O 0.85969 0.74088 2.15773
H -3.47173 0.49080 -0.30946
H -1.75361 1.05217 1.22076
H -1.39518 1.38499 -0.47457
H -0.12415 -1.06038 -0.43916
H 1.17070 -1.51688 -1.60857
H 0.85702 0.25520 -1.74480
H 2.62726 0.47413 -0.03280
H 2.40194 -1.20203 0.50772
*
```


The molecule C5H8O2 in a non-equilibrium geometry. Source: the Open Molecules 2025 dataset; level of theory: ωB97M-V/def2-TZVPD.

As for the SMILES: CC1(OC=O)CC1. Its maximum force is 5.306 eV/A. The energy above the lowest of the compared OMol25 structures with the same formula, charge and spin is 62.6 kcal per mole. The total energy is -345.7052 Ha. The value obtained for the HOMO energy is -9.7 eV.

ORCA input file:
```
! RIJCOSX wB97M-V def2-TZVPD def2/J DEFGRID3
* xyz 0 1
C -0.43164 1.67208 -0.24624
C -0.27608 0.22238 0.03486
C -0.95430 -0.93285 -0.64426
C -1.07525 -0.68907 0.83855
O 1.22269 0.25292 0.55173
C 2.25359 -0.46619 0.16173
O 1.92310 -1.20847 -0.74325
H 0.23083 1.92725 -1.08012
H -0.15761 2.26294 0.63614
H -1.46507 1.88361 -0.51530
H -1.77751 -0.72052 -1.32869
H -0.41033 -1.81642 -0.94724
H -1.99052 -0.35722 1.32340
H -0.37242 -1.36004 1.43120
H 3.28052 -0.67040 0.52751
*
```


Number 1: E_LUMO 0.48 eV. Number 2: E_LUMO 0.84 eV. Number 3: E_LUMO 1.18 eV. Number 4: E_LUMO 1.23 eV. Number 5: E_LUMO 1.02 eV. Number 6: E_LUMO 1.08 eV. Number 7: E_LUMO 1.14 eV. Number 8: E_LUMO 1.14 eV. Number 9: E_LUMO 0.21 eV. Number 10: E_LUMO 1.01 eV.